1.
57
Properties=species:S:1:pos:R:3:forces:R:3 method="wB97M-V/def2-TZVPD" homo_energy_ev=-8.55 energy_ha=-1482.16840 largest_force_ha_per_bohr=0.01467 lumo_ev=0.725 smiles="O=C(NCc1ccccn1)c1ccc(OC2CCN(Cc3ccc(F)cc3F)CC2)cc1" gap_ev=9.27
O -0.2223 5.0007 2.1415 0.1 0.2 -0.2
C -0.0375 3.8913 2.6118 -0.2 -0.1 0.2
N -0.2491 3.6214 3.9228 0.0 -0.1 0.3
H 0.1129 2.7817 4.3517 0.1 0.0 -0.2
C -0.5577 4.6683 4.8627 -0.3 0.2 -0.3
C 0.1441 4.4433 6.1733 0.0 0.1 0.1
N 0.7332 3.2665 6.3396 -0.2 -0.1 -0.3
C 1.3495 3.0178 7.4830 0.2 -0.1 0.4
C 1.4114 3.9250 8.5264 0.0 0.0 -0.1
C 0.7931 5.1560 8.3575 0.0 0.0 -0.1
C 0.1478 5.4224 7.1637 0.1 -0.1 0.0
H -0.3435 6.3677 6.9921 0.0 0.1 0.0
H 0.8168 5.8954 9.1448 0.0 0.1 0.0
H 1.9263 3.6789 9.4415 0.1 0.0 0.1
H 1.8121 2.0420 7.5566 0.1 0.0 0.1
H -1.6425 4.7070 5.0428 0.1 0.1 0.0
H -0.2676 5.6283 4.4196 -0.1 -0.1 0.1
C 0.4100 2.7378 1.7846 0.1 -0.2 -0.2
C 0.2018 1.4102 2.1371 0.0 0.3 0.0
C 0.6235 0.3799 1.3153 0.1 -0.4 -0.2
C 1.2748 0.6603 0.1168 -0.1 0.3 0.1
C 1.4774 1.9962 -0.2438 0.0 -0.2 0.0
C 1.0451 3.0135 0.5736 -0.1 0.0 0.1
H 1.1884 4.0461 0.2940 0.0 0.1 0.0
H 1.9774 2.2030 -1.1771 0.1 0.0 -0.1
O 1.7546 -0.2551 -0.7607 0.1 0.2 -0.1
C 1.5621 -1.6421 -0.5349 -0.1 -0.7 0.3
C 0.1362 -2.0821 -0.8850 0.1 0.4 -0.1
C -0.1186 -1.9021 -2.3775 -0.2 -0.1 0.3
N 0.8356 -2.6836 -3.1449 0.0 0.0 -0.1
C 2.1808 -2.1929 -2.9081 0.2 -0.1 0.1
C 2.5480 -2.3827 -1.4397 -0.1 0.4 0.0
H 2.5176 -3.4439 -1.1917 0.0 0.0 0.0
H 3.5558 -2.0054 -1.2643 0.0 0.0 0.1
H 2.8747 -2.7639 -3.5303 0.0 0.1 0.0
H 2.2763 -1.1252 -3.1677 0.0 -0.1 -0.1
C 0.4924 -2.7046 -4.5547 0.1 0.1 -0.1
C -0.7226 -3.5581 -4.8009 -0.1 0.2 -0.2
C -1.6364 -3.2518 -5.8012 0.0 -0.3 0.3
C -2.7519 -4.0285 -6.0565 0.0 0.0 0.0
C -2.9461 -5.1496 -5.2718 0.2 0.1 0.0
C -2.0642 -5.4972 -4.2639 -0.2 -0.1 -0.1
C -0.9589 -4.6977 -4.0409 -0.1 0.1 -0.2
H -0.2560 -4.9387 -3.2598 0.1 0.0 0.1
H -2.2484 -6.3799 -3.6730 0.0 -0.1 0.0
F -4.0261 -5.9216 -5.4989 0.1 0.1 0.0
H -3.4436 -3.7647 -6.8394 -0.1 0.0 -0.1
F -1.4411 -2.1553 -6.5631 0.0 -0.1 0.0
H 1.3348 -3.1426 -5.1019 0.0 0.1 0.0
H 0.3247 -1.6918 -4.9593 0.1 -0.1 0.0
H -1.1264 -2.2477 -2.6202 0.0 0.1 0.0
H -0.0501 -0.8290 -2.6301 -0.1 -0.1 -0.1
H 0.0215 -3.1334 -0.6193 0.0 0.0 0.0
H -0.5925 -1.4952 -0.3243 0.0 0.0 0.1
H 1.7888 -1.8809 0.5146 0.0 0.1 -0.1
H 0.4360 -0.6371 1.6232 0.0 -0.1 0.0
H -0.3203 1.1584 3.0485 0.0 0.0 0.1

---

2.
61
Properties=species:S:1:pos:R:3:forces:R:3 method="wB97M-V/def2-TZVPD" homo_energy_ev=-8.76 energy_ha=-2056.77557 largest_force_ha_per_bohr=0.02919 lumo_ev=-0.514 smiles="Cc1cccc(NC(=O)[C@@H](C)OC(=O)c2ccccc2NS(=O)(=O)c2cc(C)c(C)c([N+](=O)[O-])c2)c1" gap_ev=8.24
C -5.0031 -2.9816 -0.7630 0.0 0.0 0.1
C -4.6714 -1.5397 -0.5283 0.0 0.1 0.0
C -3.5073 -1.1973 0.1429 -0.1 0.2 0.0
C -3.1783 0.1340 0.3704 -0.4 0.0 -0.1
C -4.0348 1.1415 -0.0603 0.0 0.2 0.1
C -5.1995 0.7996 -0.7230 0.0 -0.1 0.0
C -5.5178 -0.5257 -0.9598 0.0 0.0 0.0
H -6.4287 -0.7758 -1.4835 -0.1 0.0 -0.1
H -5.8652 1.5804 -1.0592 -0.1 0.1 0.0
H -3.7912 2.1745 0.1208 0.0 0.0 0.0
N -1.9862 0.3993 1.0627 0.0 -0.5 0.0
C -1.3518 1.5742 1.2219 0.7 0.0 0.1
O -1.6891 2.6447 0.7536 -0.2 0.2 0.1
C -0.1217 1.4849 2.1329 -0.1 0.8 0.2
C -0.5664 1.5468 3.5932 0.2 -0.1 -0.3
H 0.3032 1.5403 4.2463 0.0 0.0 0.1
H -1.1969 0.6932 3.8327 -0.1 -0.1 0.0
H -1.1273 2.4622 3.7591 -0.1 0.1 0.0
H 0.5376 2.3306 1.9050 -0.3 -0.2 -0.1
O 0.5901 0.2661 1.8895 -0.2 -0.2 0.1
C 1.9197 0.3569 1.7440 0.2 0.5 -0.1
O 2.5100 1.4180 1.7804 -0.1 -0.2 0.2
C 2.5538 -0.9467 1.4899 0.3 -0.3 0.0
C 1.8452 -2.1337 1.6957 0.1 0.2 0.0
C 2.4066 -3.3536 1.3866 0.0 -0.1 0.0
C 3.6949 -3.4085 0.8677 -0.1 0.1 0.0
C 4.4209 -2.2507 0.6750 -0.1 0.1 0.1
C 3.8695 -1.0088 0.9866 -0.5 -0.8 0.4
N 4.6269 0.1308 0.7354 0.8 0.7 -0.7
S 4.8471 0.5112 -0.8952 -0.3 0.1 0.2
O 5.5271 1.7642 -0.9467 -0.3 0.2 0.2
O 5.4067 -0.6237 -1.5563 -0.3 -0.2 0.0
C 3.1328 0.7110 -1.3797 0.5 -0.1 0.0
C 2.3790 -0.4267 -1.5460 -0.3 -0.2 -0.2
C 1.0013 -0.2979 -1.6992 1.0 1.1 0.1
C 0.3787 0.9510 -1.7809 0.1 -0.3 0.0
C 1.1776 2.0970 -1.6133 0.2 -0.3 0.1
C 2.5400 1.9591 -1.3788 0.0 0.1 -0.1
H 3.1661 2.8209 -1.2071 0.0 0.2 0.0
C 0.5561 3.4537 -1.6552 -0.1 0.1 0.0
H 0.0826 3.6289 -2.6198 0.0 0.1 -0.1
H 1.3046 4.2219 -1.4870 0.0 0.1 0.0
H -0.2152 3.5393 -0.8893 0.0 0.1 0.0
C -1.0644 1.1078 -2.1283 -0.2 0.0 0.0
H -1.6028 0.1660 -2.1227 0.0 0.1 0.0
H -1.1422 1.5502 -3.1219 0.0 0.1 -0.1
H -1.5555 1.7880 -1.4367 -0.1 0.0 0.0
N 0.2699 -1.5389 -1.6776 -0.2 -0.4 0.0
O -0.7342 -1.5828 -0.9945 -0.3 -0.1 0.2
O 0.7343 -2.4800 -2.2773 0.1 -0.3 -0.2
H 2.8410 -1.4011 -1.5455 0.0 -0.1 0.0
H 4.2696 0.9537 1.2161 0.0 0.0 0.0
H 5.4164 -2.2742 0.2639 0.1 0.0 0.0
H 4.1340 -4.3622 0.6183 0.1 -0.1 0.0
H 1.8454 -4.2615 1.5429 -0.1 -0.1 0.0
H 0.8461 -2.0795 2.0988 -0.1 0.0 0.0
H -1.4902 -0.4256 1.3749 0.0 0.2 0.0
H -2.8335 -1.9739 0.4722 0.1 -0.1 0.0
H -4.1159 -3.5314 -1.0693 0.0 -0.1 0.0
H -5.7665 -3.0859 -1.5296 0.0 -0.1 0.0
H -5.3775 -3.4341 0.1555 0.0 -0.1 0.0

---

3.
69
Properties=species:S:1:pos:R:3:forces:R:3 method="wB97M-V/def2-TZVPD" homo_energy_ev="-5.65 / -5.65" energy_ha=-3983.59570 largest_force_ha_per_bohr=0.03043 s2=0.751 total_charge=-1 lumo_ev="2.101 / 2.099" multiplicity=2 gap_ev="7.75 / 7.74"
Yb 0.0610 -0.0422 0.5477 -1.2 -0.5 -0.9
O 1.9000 -0.6128 4.1884 -0.1 -0.2 0.1
C 1.9681 -0.5393 2.9755 0.1 0.2 -0.2
O 1.0609 -0.9671 2.1460 0.4 -0.3 1.0
C 3.1668 0.1150 2.2859 -0.1 0.1 -0.1
C 3.4931 -0.6464 0.9950 0.0 0.0 0.0
C 4.8487 -0.2154 0.4379 0.0 0.0 0.0
C 4.5186 1.1747 -0.1545 0.0 0.0 0.0
C 3.0398 1.3102 0.1949 0.1 0.1 0.0
O 2.5637 -0.0553 0.0486 -0.1 0.1 0.0
C 2.8477 1.5506 1.6987 0.0 -0.1 0.0
C 1.4260 2.0232 2.0430 0.0 0.2 0.0
O 1.1880 2.4022 3.1803 0.0 0.1 0.0
O 0.5659 1.9423 1.0753 0.5 0.8 0.6
H 3.9932 0.1331 2.9932 0.0 0.0 0.0
H 3.3350 -1.7170 1.0599 0.0 0.0 0.0
H 5.1827 -0.9073 -0.3340 0.0 0.0 0.0
H 5.6059 -0.1867 1.2213 0.0 0.0 0.0
H 4.6439 1.1820 -1.2365 0.0 0.0 0.0
H 5.1136 1.9841 0.2683 0.0 0.0 0.0
H 2.4636 1.9686 -0.4471 0.0 -0.1 0.0
H 3.5339 2.3015 2.0891 0.1 -0.1 0.0
N -1.6965 1.6516 4.3065 0.0 0.1 -0.1
C -0.9921 0.6484 3.7790 -0.1 -0.1 0.0
N -1.3866 0.4579 2.5350 0.1 0.1 0.0
C -2.3093 1.4382 2.3409 -0.1 0.0 0.0
N -2.5380 2.1900 3.3886 0.1 0.0 0.1
C -2.9419 1.5725 1.0229 -0.1 -0.1 0.1
C -4.1093 2.2848 0.7877 0.0 0.0 0.0
N -4.6755 2.3117 -0.4133 0.0 0.0 0.0
C -4.0757 1.6120 -1.3734 -0.1 0.0 0.0
C -2.9016 0.9061 -1.1528 0.1 0.0 0.0
N -2.3346 0.9020 0.0458 0.3 0.0 0.0
H -1.5326 2.1225 5.1817 -0.1 -0.1 -0.1
H -0.2202 0.0930 4.2944 0.1 0.0 0.0
H -4.5870 2.8329 1.5893 0.0 0.0 0.0
H -4.5386 1.6159 -2.3516 0.0 0.0 0.0
H -2.4054 0.3416 -1.9316 0.0 0.0 0.0
C -2.9586 -5.9397 2.9717 0.0 0.0 0.0
C -1.5462 -5.7085 2.5066 0.0 0.0 0.0
C -0.9199 -4.4833 2.7027 0.0 0.0 0.0
C 0.3790 -4.2656 2.2665 0.0 -0.1 0.0
C 1.0487 -5.2932 1.6157 -0.1 0.0 0.1
C 0.4484 -6.5301 1.4137 0.0 0.1 0.0
C -0.8437 -6.7287 1.8641 0.0 0.0 0.0
S 2.6394 -4.9610 0.9340 -0.1 0.0 0.2
O 3.3308 -6.2014 0.7290 0.0 -0.1 0.0
O 3.2003 -3.9083 1.7292 0.2 0.0 0.0
N 2.3559 -4.3527 -0.5475 0.1 0.2 -0.2
C 1.4412 -3.2051 -0.6724 -0.1 -0.1 -0.1
C 0.0809 -3.6465 -1.1961 0.1 0.0 -0.1
C -1.0629 -2.6574 -1.0064 -0.2 0.1 -0.1
O -2.0196 -2.7256 -1.7602 -0.1 0.1 0.0
O -0.9458 -1.8412 -0.0136 0.1 -0.3 -0.1
H -3.3722 -5.0443 3.4323 0.0 0.0 0.0
H -3.0019 -6.7502 3.7016 0.0 0.0 0.0
H -3.6014 -6.2166 2.1346 0.0 0.0 0.0
H -1.4548 -3.6809 3.1952 0.0 0.0 0.0
H 0.8626 -3.3076 2.4163 -0.1 0.0 0.1
H 0.9988 -7.3168 0.9158 0.0 0.0 0.0
H -1.3218 -7.6900 1.7129 0.0 0.0 0.0
H 2.2137 -5.0818 -1.2312 0.0 -0.1 0.0
H 1.8881 -2.4690 -1.3431 0.0 0.0 0.0
H 1.3562 -2.7394 0.3113 0.0 0.0 -0.1
H -0.2369 -4.5668 -0.6955 0.1 0.0 0.0
H 0.1354 -3.8625 -2.2648 0.0 -0.1 0.0
S 0.7860 1.7058 -4.1350 0.0 0.0 0.1
C 0.4824 1.0370 -2.6839 0.1 0.0 -0.1
N 0.2659 0.5562 -1.6370 0.0 0.0 -0.3